Record 1
ORCA calculation (ωB97M-V/def2-TZVPD) on the molecule C20H19FN6O2 in a non-equilibrium geometry.

Results
E_tot: -36798.2081 eV
HOMO energy: -8.258 eV
Gap between HOMO and LUMO: 8.83 eV
Strongest force on any atom: 5.55 eV/A
ΔE to the lowest compared entry with this formula, charge and spin: 509.4 kJ/mol
LUMO level: 0.570 eV

Last column: Mulliken charge in e.
Geometry (Å):
C1 -0.22123 4.72054 0.93636  -0.706
O1 -1.46584 4.08040 1.00699  -0.412
C2 -1.75987 2.96497 0.16381  0.532
C3 -2.94280 2.18463 0.36026  -0.526
C4 -3.25875 1.09083 -0.39512  -0.758
C5 -2.34285 0.69658 -1.34811  -0.158
C6 -1.17098 1.51612 -1.62007  0.081
C7 -0.14843 1.08266 -2.56587  0.476
C8 -0.17162 1.53187 -3.94217  -0.700
C9 1.05213 1.29444 -4.70661  0.304
F1 1.11129 1.90796 -5.91086  -0.306
C10 2.17389 0.51860 -4.26709  -0.750
C11 2.13781 0.09263 -2.87768  -0.504
C12 0.98053 0.30834 -2.07421  -0.527
C13 0.85701 -0.31403 -0.66795  0.327
C14 0.12560 -1.71416 -0.85475  -0.743
C15 -0.26163 -2.18652 0.46392  0.247
N1 -1.53358 -2.59694 0.76385  -0.672
C16 -1.73444 -3.08386 1.99186  0.287
N2 -2.84684 -3.65265 2.31103  -0.436
N3 -0.89305 -2.80794 2.96833  -0.628
C17 0.34601 -2.31948 2.76112  0.611
C18 1.04315 -1.89915 4.04428  -1.730
C19 0.71085 -2.05888 1.44578  0.706
C20 1.98056 -1.42231 1.08903  0.270
N4 3.12720 -1.67322 1.75139  0.002
O2 4.30508 -1.04075 1.33916  -0.467
N5 2.09329 -0.59662 -0.00983  -0.801
N6 -0.93800 2.58814 -0.80390  -0.365
H1 -0.07009 5.13955 1.89771  0.311
H2 0.60670 4.07107 0.77245  0.303
H3 -0.22785 5.63780 0.35673  0.266
H4 -3.43833 2.50110 1.21120  0.521
H5 -4.13509 0.53364 -0.22589  0.516
H6 -2.52261 -0.19400 -1.88006  0.534
H7 -0.98755 2.15397 -4.26167  0.496
H8 2.98856 0.32795 -4.90471  0.479
H9 3.02539 -0.49141 -2.52757  0.305
H10 0.23910 0.27829 0.05877  0.364
H11 -0.78215 -1.65640 -1.51398  0.330
H12 0.70255 -2.45919 -1.32743  0.516
H13 -3.19594 -3.48669 3.25504  0.274
H14 -3.49638 -3.49448 1.58155  0.265
H15 1.84955 -2.57964 4.35858  0.326
H16 1.47291 -0.89453 3.88074  0.498
H17 0.35465 -1.83503 4.83650  0.396
H18 3.06854 -1.80824 2.74375  0.244
H19 4.19350 -0.95596 0.33537  0.398

---

Record 2
ORCA calculation (ωB97M-V/def2-TZVPD) on C20H19N2NiO7P as an isolated structure.

Results
E_tot: -88698.6193 eV
HOMO energy (spin up / spin down): -8.983 / -9.112 eV
Gap between HOMO and LUMO (spin up / spin down): 8.41 / 8.55 eV
Multiplicity: 3
Strongest force on any atom: 0.70 eV/A
ΔE to the lowest compared entry with this formula, charge and spin: 0.0 kJ/mol
LUMO level (spin up / spin down): -0.572 / -0.557 eV

Last column: Mulliken charge in e.
Geometry (Å):
Ni1 0.38269 -0.28110 -0.32757  0.685
O1 -2.91219 -0.72757 -3.18132  -0.475
C1 -1.98857 -0.68797 -2.22872  0.144
O2 -0.81813 -0.46480 -2.44798  -0.533
C2 -2.49363 -0.99914 -0.86218  0.422
C3 -3.74533 -1.49287 -0.54872  -0.619
C4 -3.99775 -1.81669 0.78128  -0.436
C5 -3.00567 -1.65422 1.73287  -0.609
C6 -1.78990 -1.10908 1.33807  0.517
N1 -1.57488 -0.77768 0.07601  0.615
C7 -0.56766 -0.85734 2.25144  -0.043
O3 -0.54117 -1.41637 3.33927  -0.734
O4 0.29898 -0.09153 1.72305  -0.535
H1 -2.49594 -0.53601 -4.03206  0.385
H2 -4.48326 -1.63691 -1.32503  0.573
H3 -4.96589 -2.21103 1.06079  0.433
H4 -3.14955 -1.93971 2.76528  0.562
O5 4.04347 1.13965 -1.15743  -0.728
C8 2.85633 0.90977 -0.99380  0.231
O6 2.28844 -0.23135 -0.90584  -0.547
C9 1.89642 2.09895 -0.87803  0.780
C10 2.38866 3.40152 -1.07939  -0.829
C11 1.51807 4.44759 -1.03721  -0.640
C12 0.15302 4.20063 -0.76709  0.878
C13 -0.80869 5.23462 -0.71188  -0.872
C14 -2.11559 4.95548 -0.43026  -0.517
C15 -2.51196 3.62780 -0.17535  -0.822
C16 -1.60556 2.60656 -0.22619  -0.142
C17 -0.25314 2.86196 -0.54049  -0.025
N2 0.63644 1.83284 -0.61827  0.208
H5 3.44646 3.51080 -1.26903  0.558
H6 1.84565 5.46700 -1.20304  0.418
H7 -0.48467 6.25367 -0.88606  0.379
H8 -2.84938 5.74971 -0.39254  0.390
H9 -3.54457 3.42074 0.07550  0.441
H10 -1.89175 1.58998 -0.00296  0.418
C18 1.49536 -4.46227 1.50224  -1.261
P1 1.91831 -2.90471 0.67616  1.401
C19 3.21335 -3.27860 -0.52852  -1.161
C20 2.64045 -1.90548 1.99467  -1.101
O7 0.68220 -2.36591 0.00113  -0.822
H11 2.37705 -4.91442 1.95667  0.388
H12 1.06024 -5.15368 0.78113  0.342
H13 0.75885 -4.23289 2.27335  0.308
H14 4.06686 -3.77991 -0.07328  0.384
H15 3.52671 -2.33972 -0.98321  0.285
H16 2.76932 -3.91885 -1.29186  0.313
H17 3.52905 -2.40329 2.38566  0.461
H18 1.89748 -1.79136 2.78465  0.348
H19 2.90498 -0.92681 1.60612  0.192

---

Record 3
ORCA calculation (ωB97M-V/def2-TZVPD) on the molecule C20H19NO4 in a non-equilibrium geometry.

Results
E_tot: -30727.5679 eV
HOMO energy: -8.787 eV
Gap between HOMO and LUMO: 9.44 eV
Strongest force on any atom: 1.24 eV/A
ΔE to the lowest compared entry with this formula, charge and spin: 208.8 kJ/mol
LUMO level: 0.652 eV

Last column: Mulliken charge in e.
Geometry (Å):
C1 -5.42871 -2.04221 -2.24891  -1.436
C2 -5.21693 -1.00106 -1.19272  0.850
C3 -6.25934 -0.64465 -0.34044  -0.589
C4 -6.06698 0.31730 0.62930  -0.692
C5 -4.83975 0.94592 0.77773  -0.770
C6 -3.79524 0.59745 -0.06632  0.522
O1 -2.53888 1.13693 -0.02411  -0.195
C7 -2.23822 2.08542 0.97265  -0.543
C8 -0.76832 2.46277 0.81281  -0.973
O2 0.02634 1.30989 1.05159  -0.276
C9 0.91208 0.95632 0.10364  0.773
O3 1.16904 1.63597 -0.85686  -0.635
C10 1.46719 -0.36704 0.41488  0.727
C11 2.78546 -0.92066 0.26916  -0.040
C12 4.03478 -0.32624 -0.19104  0.619
C13 5.23465 -0.87558 0.26550  -0.490
C14 6.44341 -0.35429 -0.15027  -0.573
C15 6.47319 0.71836 -1.02801  -0.341
C16 5.28678 1.26159 -1.49016  -0.691
C17 4.07052 0.74563 -1.07885  -0.563
N1 2.78159 -2.16106 0.69378  -0.651
O4 1.52685 -2.46930 1.09484  -0.204
C18 0.73519 -1.40636 0.94992  0.115
C19 -0.69065 -1.53344 1.32825  -0.761
C20 -3.99295 -0.37580 -1.04537  -0.269
H1 -6.18318 -1.70807 -2.96010  0.319
H2 -5.78269 -2.96989 -1.80169  0.342
H3 -4.50776 -2.24307 -2.78929  0.344
H4 -7.22077 -1.12522 -0.44371  0.410
H5 -6.87955 0.59052 1.28631  0.369
H6 -4.71764 1.69643 1.54250  0.405
H7 -2.39952 1.65618 1.97072  0.445
H8 -2.85526 2.98672 0.85917  0.476
H9 -0.49660 3.23269 1.54056  0.369
H10 -0.57367 2.82316 -0.20275  0.403
H11 5.19565 -1.71087 0.94681  0.431
H12 7.36668 -0.78368 0.21031  0.371
H13 7.41930 1.12676 -1.35223  0.386
H14 5.30570 2.09264 -2.17978  0.401
H15 3.15344 1.16900 -1.45363  0.624
H16 -1.30895 -0.91961 0.67925  -0.023
H17 -0.83227 -1.19600 2.35456  0.276
H18 -0.99412 -2.57526 1.25982  0.396
H19 -3.16285 -0.62385 -1.68935  0.343

---

Record 4
ORCA calculation (ωB97M-V/def2-TZVPD) on a 4-piece molecular cluster, C20H20B2F3N3O7 overall in a non-equilibrium geometry.

Results
E_tot: -49362.3148 eV
HOMO energy: -9.691 eV
Gap between HOMO and LUMO: 8.75 eV
Strongest force on any atom: 4.61 eV/A
LUMO level: -0.942 eV

Last column: Mulliken charge in e.
Geometry (Å):
O1 0.23543 -2.26341 3.64360  -0.604
N1 -0.44805 -2.31826 2.61037  1.035
O2 -1.35826 -1.52573 2.32851  -0.598
C1 -0.16276 -3.39861 1.65856  -0.222
C2 0.83302 -4.33962 1.95469  -0.384
C3 1.08328 -5.37908 1.05675  -0.407
C4 0.34882 -5.47358 -0.12637  -0.582
C5 -0.63507 -4.52902 -0.42366  -0.431
C6 -0.89631 -3.48667 0.46793  0.239
H1 1.41400 -4.27993 2.87243  0.447
H2 1.84949 -6.11821 1.28071  0.383
H3 0.54369 -6.28907 -0.82077  0.385
H4 -1.20120 -4.60778 -1.34916  0.458
H5 -1.66856 -2.76038 0.22321  0.243
O3 -0.05232 -2.98054 -3.01431  -0.593
N2 -0.26750 -1.82427 -2.62132  1.031
O4 -1.38835 -1.37590 -2.34081  -0.536
C7 0.88339 -0.92371 -2.48376  0.002
C8 2.16469 -1.37756 -2.82592  -0.360
C9 3.25213 -0.50878 -2.71602  -0.601
C10 3.06074 0.79800 -2.26454  -0.309
C11 1.78516 1.24408 -1.91450  -0.539
C12 0.68953 0.38529 -2.02291  -0.199
H6 2.33043 -2.39289 -3.17945  0.457
H7 4.24953 -0.84954 -2.98551  0.386
H8 3.91089 1.47348 -2.18587  0.355
H9 1.64455 2.26303 -1.56065  0.398
H10 -0.29865 0.74908 -1.74924  0.508
O5 3.57187 2.10558 0.64843  -0.525
N3 3.89119 3.24418 0.27515  0.969
O6 4.69807 3.48362 -0.63461  -0.588
C13 3.27514 4.38633 0.96104  0.076
C14 2.38547 4.16211 2.02075  -0.272
C15 1.82133 5.25284 2.68518  -0.482
C16 2.13999 6.55331 2.29102  -0.363
C17 3.01817 6.77358 1.22853  -0.445
C18 3.59083 5.69077 0.55827  -0.332
H11 2.12703 3.15483 2.34005  0.453
H12 1.13491 5.08923 3.51320  0.371
H13 1.70197 7.40064 2.81579  0.363
H14 3.25927 7.79005 0.92536  0.364
H15 4.27589 5.87916 -0.26572  0.420
C19 -5.72395 0.97743 0.31894  -0.812
B1 -4.32261 0.15503 0.06680  0.301
O7 -3.13601 0.63544 -0.66873  -0.403
B2 -4.26134 -1.41114 0.67375  -0.044
C20 -4.89699 -2.57000 -0.35926  0.694
F1 -3.87237 -2.76826 -1.43575  -0.213
F2 -6.09403 -1.95586 -1.03962  -0.258
F3 -5.26412 -3.81609 0.35722  -0.251
H16 -6.40458 0.77947 -0.64026  0.262
H17 -5.49553 2.11927 0.47096  0.238
H18 -6.32800 0.50431 1.22262  0.225
H19 -3.18352 0.15873 -1.57082  0.326
H20 -3.80981 -1.68501 1.72971  -0.033

---

Record 5
ORCA calculation (ωB97M-V/def2-TZVPD) on C20H20Br2N3O8W as an isolated structure.

Results
Total charge: +1
E_tot: -183821.6993 eV
HOMO energy (spin up / spin down): -10.696 / -10.789 eV
Gap between HOMO and LUMO (spin up / spin down): 6.98 / 7.01 eV
Strongest force on any atom: 0.77 eV/A
ΔE to the lowest compared entry with this formula, charge and spin: 82.9 kJ/mol
LUMO level (spin up / spin down): -3.712 / -3.778 eV

Last column: Mulliken charge in e.
Geometry (Å):
W1 0.16578 0.54822 -0.26113  1.573
O1 0.94252 1.61784 1.37494  -0.726
C1 1.41601 0.42205 1.54944  0.259
O2 0.53950 -0.52487 1.55738  -0.577
C2 2.89095 0.11939 1.65245  -0.241
C3 3.16266 -1.26500 2.27413  -0.073
C4 4.66060 -1.39533 2.56107  -0.962
C5 5.22499 -1.61740 1.13440  -0.961
C6 3.94267 -1.56803 0.29937  -0.008
O3 2.96320 -2.14900 1.16420  -0.522
C7 3.47273 -0.10580 0.20157  -0.263
C8 2.33485 0.11059 -0.74815  0.730
O4 1.98233 1.27801 -1.12556  -0.606
O5 1.51986 -0.83902 -1.10262  -0.659
H1 3.38352 0.94075 2.16843  0.640
H2 2.48982 -1.53234 3.08320  0.696
H3 4.84641 -2.25643 3.19875  0.341
H4 5.06817 -0.51352 3.05359  0.349
H5 5.69774 -2.59208 1.04119  0.336
H6 5.94581 -0.85889 0.83191  0.361
H7 3.96347 -2.09762 -0.64904  0.610
H8 4.26485 0.60019 -0.03727  0.655
C9 -1.42517 -0.56326 -4.10653  -0.622
O6 -1.12774 -1.78026 -3.37042  -0.483
C10 -0.91418 -1.66103 -2.08935  0.838
O7 -1.07121 -0.55822 -1.50282  -0.665
N1 -0.55592 -2.78673 -1.48686  -0.161
N2 -0.32758 -2.79762 -0.11158  -0.298
H9 -1.47742 -0.87588 -5.14227  0.275
H10 -0.63107 0.16450 -3.95765  0.290
H11 -2.37736 -0.15795 -3.77438  0.287
H12 -0.37745 -3.59771 -2.06301  0.244
H13 0.66863 -2.75024 0.09272  0.121
H14 -0.74149 -3.62883 0.28955  0.324
C11 -2.05655 -0.68303 2.40041  -0.999
C12 -2.59554 0.41070 1.53405  1.004
C13 -3.92895 0.81098 1.75907  -1.126
C14 -4.53583 1.75145 0.98818  -0.940
C15 -3.81536 2.33933 -0.06996  0.784
C16 -4.33001 3.30878 -0.96776  -0.109
Br1 -6.10989 3.90937 -0.78708  -0.188
C17 -3.55954 3.81981 -1.96925  -0.290
C18 -2.22522 3.39714 -2.11424  -0.163
Br2 -1.15901 4.08986 -3.49466  -0.107
C19 -1.68706 2.46875 -1.26105  0.341
O8 -0.40635 2.09797 -1.30201  -0.547
C20 -2.48556 1.92173 -0.23399  0.329
N3 -1.87190 0.96933 0.56512  -0.154
H15 -1.32038 -0.29795 3.10289  0.195
H16 -1.56873 -1.44611 1.79976  0.075
H17 -2.87017 -1.13329 2.96388  0.494
H18 -4.47186 0.33782 2.56457  0.450
H19 -5.56091 2.04253 1.17246  0.386
H20 -3.96165 4.55631 -2.64999  0.466

---

- Among the records above, which one has the lowest E_tot?
  C20H20Br2N3O8W